C2H2Cl2S | ωB97M-V/def2-TZVPD

Atoms and positions in Å:
1 C 0.7217 -0.0366 0.5347
2 C -0.5121 -0.0144 -0.2684
3 S 2.1126 0.6084 0.0529
4 Cl -1.6754 -1.2318 0.2076
5 Cl -1.2460 1.5846 -0.3381
6 H 0.6633 -0.5345 1.4959
7 H -0.0642 -0.3757 -1.6845

Values from the calculation:
Largest force on an atom in eV/A: 5.1
E_HOMO in eV: -9.46
Energy relative to the best compared isomer or geometry (same formula, charge and spin) in eV: 1.838
2S+1: 1